{
  "formula": "C18H20F",
  "method": "ωB97M-V with the def2-TZVPD basis set",
  "elements": ["F", "C", "C", "C", "C", "C", "C", "C", "C", "C", "C", "C", "C", "C", "C", "C", "C", "C", "C", "H", "H", "H", "H", "H", "H", "H", "H", "H", "H", "H", "H", "H", "H", "H", "H", "H", "H", "H", "H"],
  "coordinates": [[2.000, -3.695, 6.784], [2.611, -3.633, 5.557], [2.792, -4.429, 3.313], [3.796, -5.815, -0.934], [5.428, -3.618, -0.401], [3.798, -3.464, 3.029], [4.667, -5.338, -1.920], [1.864, -1.803, 0.637], [2.179, 0.480, 1.549], [4.177, -2.592, 4.099], [3.738, -5.218, 0.321], [4.512, -4.054, 0.612], [2.660, -1.525, -0.594], [3.599, -2.667, 5.354], [1.556, -0.888, 1.574], [2.217, -4.531, 4.572], [4.416, -3.234, 1.766], [5.495, -4.240, -1.639], [0.564, -1.189, 2.663], [1.811, 1.075, 2.393], [-0.427, -1.425, 2.248], [1.423, -2.798, 0.699], [3.096, -5.652, 1.079], [3.276, 0.420, 1.625], [0.880, -2.037, 3.287], [0.458, -0.310, 3.310], [3.701, -1.251, -0.364], [5.052, -2.344, 1.739], [1.932, 1.008, 0.617], [2.454, -5.101, 2.535], [3.160, -6.676, -1.140], [2.702, -2.434, -1.206], [4.718, -5.825, -2.891], [1.476, -5.297, 4.784], [6.083, -2.772, -0.174], [6.198, -3.874, -2.390], [4.963, -1.857, 3.909], [3.904, -2.005, 6.162], [2.252, -0.717, -1.224]],
  "energy_ev": -21699.9379,
  "total_charge": 1,
  "fmax_ev_per_a": 1.97,
  "homo_lumo_gap_ha": 0.206
}